DFT (wB97M-V/def2-TZVPD) results for a cluster of 2 separate species, C3H3NOS in total.

Computed properties:
Gap between HOMO and LUMO = 0.313 hartree
Strongest force on any atom = 0.080 hartree/bohr
Charge = 0
Structure (SMILES) = C=C=S.N=C=O
Energy above the lowest of the compared OMol25 structures with the same formula, charge and spin = 33.0 kcal per mole

Geometry as XYZ:
```
9
Properties=species:S:1:pos:R:3:forces:R:3
S -1.881 -0.376 1.796 1.3 -0.4 0.1
C -0.343 -0.439 1.416 -2.7 0.6 0.1
C 0.820 -0.259 0.902 0.9 3.8 1.2
C -1.094 1.583 -1.535 0.2 0.7 -0.2
H 1.271 0.828 1.047 -0.9 -2.5 -0.3
H -2.251 -0.057 -1.814 0.4 1.4 0.3
O -0.288 2.399 -1.438 1.5 0.8 0.4
N -2.087 0.955 -1.679 -2.0 -2.9 -0.4
H 1.318 -0.956 0.335 1.2 -1.5 -1.1
```
Positions in Å, forces in eV/Å.

Here are the Mulliken charges for atoms 1 to 4, given in e: atom 1 (S): -0.275, atom 2 (C): 0.197, atom 3 (C): -0.484, atom 4 (C): 0.515

=====

DFT (wB97M-V/def2-TZVPD) results for an isolated molecule of C3H3NOS.

Computed properties:
Gap between HOMO and LUMO = 0.331 hartree
Strongest force on any atom = 0.062 hartree/bohr
Charge = 0
Energy above the lowest of the compared OMol25 structures with the same formula, charge and spin = 52.6 kcal per mole

Geometry as XYZ:
```
9
Properties=species:S:1:pos:R:3:forces:R:3
C -0.836 -0.585 0.847 -1.6 -0.3 1.6
H 0.057 1.075 -0.271 -0.3 2.4 0.5
H 1.510 -0.761 -1.614 -0.7 1.5 0.2
H -1.599 -0.290 1.629 1.2 -0.1 -1.2
C -0.085 0.094 0.014 0.9 -1.0 -1.5
N 0.477 -2.064 -0.674 0.1 -0.4 -0.7
S -0.577 -2.386 0.606 2.0 2.0 0.7
C 0.666 -0.812 -0.903 0.7 -2.9 1.1
O -1.790 -2.941 0.093 -2.1 -1.2 -0.7
```
Positions in Å, forces in eV/Å.

Here are the Mulliken charges for atoms 1 to 4, given in e: atom 1 (C): -0.310, atom 2 (H): 0.402, atom 3 (H): 0.394, atom 4 (H): 0.338

=====

DFT (wB97M-V/def2-TZVPD) results for an isolated molecule of C3H3NOS2.

Computed properties:
Gap between HOMO and LUMO = 0.305 hartree
Strongest force on any atom = 0.055 hartree/bohr
Charge = 0
Energy above the lowest of the compared OMol25 structures with the same formula, charge and spin = 55.6 kcal per mole

Geometry as XYZ:
```
10
Properties=species:S:1:pos:R:3:forces:R:3
N -0.106 -0.088 1.261 0.4 0.3 2.8
H 0.116 -0.197 2.327 -0.8 0.8 -2.6
H -0.676 1.170 -2.059 0.9 -1.7 2.1
S -0.747 1.424 0.487 1.7 -1.7 -1.1
S 1.904 -1.888 0.910 -0.5 0.4 0.4
C -0.282 0.577 -1.113 -0.2 2.7 -0.8
O -2.178 1.477 0.348 -1.4 0.1 0.6
C 0.745 -0.793 0.492 0.6 -0.7 -1.0
C 0.520 -0.458 -0.929 -1.2 -1.2 -1.3
H 0.703 -1.223 -1.724 0.5 1.0 0.8
```
Positions in Å, forces in eV/Å.

Here are the Mulliken charges for atoms 1 to 4, given in e: atom 1 (N): -0.287, atom 2 (H): 0.303, atom 3 (H): 0.297, atom 4 (S): 0.458

=====

DFT (wB97M-V/def2-TZVPD) results for an isolated molecule of C3H3NOS2.

Computed properties:
Gap between HOMO and LUMO = 0.328 hartree
Strongest force on any atom = 0.017 hartree/bohr
Charge = 0
Structure (SMILES) = S=C1OCC=NS1
Energy above the lowest of the compared OMol25 structures with the same formula, charge and spin = 36.5 kcal per mole

Geometry as XYZ:
```
10
Properties=species:S:1:pos:R:3:forces:R:3
C -1.563 -0.345 -0.095 0.1 -0.3 0.1
H 0.387 0.783 1.337 0.0 -0.1 0.8
S -0.634 -1.835 0.114 0.0 0.3 -0.1
H 2.339 -0.036 -0.605 0.0 0.3 0.1
H 0.801 1.858 0.006 0.1 -0.1 0.0
C 1.325 -0.232 -0.271 0.1 0.0 0.0
N 0.956 -1.440 -0.354 -0.4 -0.1 0.1
C 0.451 0.863 0.270 0.1 -0.1 -0.9
S -3.182 -0.402 -0.140 0.1 -0.1 0.0
O -0.880 0.786 -0.263 0.0 0.1 -0.1
```
Positions in Å, forces in eV/Å.

Here are the Mulliken charges for atoms 1 to 4, given in e: atom 1 (C): 0.299, atom 2 (H): 0.337, atom 3 (S): 0.062, atom 4 (H): 0.387

=====

DFT (wB97M-V/def2-TZVPD) results for an isolated molecule of C3H3NOS2.

Computed properties:
Gap between HOMO and LUMO = 0.267 hartree
Strongest force on any atom = 0.066 hartree/bohr
Charge = 0
Energy above the lowest of the compared OMol25 structures with the same formula, charge and spin = 147.8 kcal per mole

Geometry as XYZ:
```
10
Properties=species:S:1:pos:R:3:forces:R:3
H 0.723 0.726 1.334 0.8 -1.9 -0.6
S 2.700 -0.600 1.900 -1.8 0.4 -1.1
C -0.904 -1.313 0.382 -2.3 2.4 -0.9
C 1.188 -0.337 1.240 1.2 1.5 2.3
S -2.056 -0.004 0.234 0.7 -0.3 -1.0
O -0.859 0.876 -1.723 0.6 0.3 -0.5
C 0.317 -1.425 0.849 0.0 1.0 -0.6
H 0.725 -2.386 0.827 0.8 -1.4 0.3
N -2.075 0.938 -1.098 0.3 -1.7 2.1
H -0.891 1.561 -2.410 -0.2 -0.3 0.1
```
Positions in Å, forces in eV/Å.

Here are the Mulliken charges for atoms 1 to 4, given in e: atom 1 (H): 0.238, atom 2 (S): -0.200, atom 3 (C): -0.175, atom 4 (C): -0.203

=====

DFT (wB97M-V/def2-TZVPD) results for a cluster of 2 separate species, C3H3NS in total.

Computed properties:
Gap between HOMO and LUMO = 0.312 hartree
Strongest force on any atom = 0.060 hartree/bohr
Charge = 0
Structure (SMILES) = C=C=S.C#N
Energy above the lowest of the compared OMol25 structures with the same formula, charge and spin = 41.7 kcal per mole

Geometry as XYZ:
```
8
Properties=species:S:1:pos:R:3:forces:R:3
S -3.733 0.196 0.042 -1.4 0.4 0.1
C -0.999 -0.428 -0.096 3.0 0.3 0.8
C -2.234 -0.113 -0.036 -0.1 -0.2 0.1
N 1.255 0.637 -0.548 0.6 -2.0 -1.3
H -0.178 -0.017 0.597 -2.2 -1.0 -0.6
H -0.510 -0.858 -0.970 -0.6 -0.2 0.1
C 1.623 1.648 -0.223 0.4 1.8 0.5
H 1.832 2.617 0.106 0.4 0.9 0.3
```
Positions in Å, forces in eV/Å.

Here are the Mulliken charges for atoms 1 to 4, given in e: atom 1 (S): -0.394, atom 2 (C): -0.442, atom 3 (C): 0.387, atom 4 (N): -0.392

=====

DFT (wB97M-V/def2-TZVPD) results for an isolated molecule of C3H3NS.

Computed properties:
Gap between HOMO and LUMO = 0.305 hartree
Strongest force on any atom = 0.105 hartree/bohr
Charge = 0
Structure (SMILES) = S=CC1=NC1
Energy above the lowest of the compared OMol25 structures with the same formula, charge and spin = 52.1 kcal per mole

Geometry as XYZ:
```
8
Properties=species:S:1:pos:R:3:forces:R:3
H 1.312 -0.052 -1.628 -0.3 -0.4 -3.1
H -1.404 0.665 1.615 0.7 0.3 1.3
C -0.036 -0.317 0.184 2.4 -0.4 -1.2
N 0.732 -1.327 0.168 -0.9 0.9 -0.3
S -2.587 0.403 -0.290 0.6 -0.1 0.0
H 1.988 0.470 -0.064 -0.2 -0.5 -0.5
C -1.254 0.296 0.638 -1.5 -0.7 -1.4
C 1.249 -0.137 -0.623 -0.8 0.9 5.2
```
Positions in Å, forces in eV/Å.

Here are the Mulliken charges for atoms 1 to 4, given in e: atom 1 (H): 0.294, atom 2 (H): 0.329, atom 3 (C): 0.467, atom 4 (N): -0.399

=====

DFT (wB97M-V/def2-TZVPD) results for a cluster of 2 separate species, C3H3NS in total.

Computed properties:
Gap between HOMO and LUMO = 0.409 hartree
Strongest force on any atom = 0.062 hartree/bohr
Charge = 0
Energy above the lowest of the compared OMol25 structures with the same formula, charge and spin = 43.9 kcal per mole

Geometry as XYZ:
```
8
Properties=species:S:1:pos:R:3:forces:R:3
S -2.951 0.256 0.648 -0.1 0.7 0.0
H 1.218 0.755 0.537 0.3 0.0 -0.1
C -2.173 1.548 0.428 -0.3 -0.3 0.1
N -0.853 -1.349 -0.052 -2.3 -2.2 0.2
H 1.159 0.308 -1.152 -0.1 1.3 -2.1
H 2.175 -0.576 -0.195 1.1 -0.5 0.5
C 0.172 -0.886 -0.023 -0.3 -0.4 0.1
C 1.254 -0.055 -0.191 1.9 1.2 1.3
```
Positions in Å, forces in eV/Å.

Here are the Mulliken charges for atoms 1 to 4, given in e: atom 1 (S): -0.010, atom 2 (H): 0.283, atom 3 (C): -0.025, atom 4 (N): -0.472

=====

DFT (wB97M-V/def2-TZVPD) results for a cluster of 2 separate species, C3H3NS2 in total.

Computed properties:
Gap between HOMO and LUMO (alpha / beta) = 0.171 / 0.191 hartree
Strongest force on any atom = 0.054 hartree/bohr
Multiplicity = 3
Charge = 0
Energy above the lowest of the compared OMol25 structures with the same formula, charge and spin = 78.6 kcal per mole

Geometry as XYZ:
```
9
Properties=species:S:1:pos:R:3:forces:R:3
C -0.048 -1.726 -0.155 -2.6 -0.4 -0.8
C -1.205 2.125 0.993 0.0 -0.3 0.7
H 2.112 0.118 -1.542 1.7 0.9 -0.9
S -2.128 2.049 2.229 -1.0 -0.3 1.0
C 1.513 0.075 -0.686 -0.9 2.2 -0.2
H 0.272 -2.579 0.471 -0.4 0.5 -0.6
S -0.194 2.380 -0.152 1.9 -0.1 -2.0
N 0.807 -0.881 -0.580 -0.6 -1.8 1.7
H -1.129 -1.561 -0.577 2.0 -0.6 1.3
```
Positions in Å, forces in eV/Å.

Here are the Mulliken charges for atoms 1 to 4, given in e: atom 1 (C): -0.316, atom 2 (C): 0.419, atom 3 (H): 0.297, atom 4 (S): -0.372

=====

DFT (wB97M-V/def2-TZVPD) results for an isolated molecule of C3H3NS3.

Computed properties:
Gap between HOMO and LUMO = 0.276 hartree
Strongest force on any atom = 0.040 hartree/bohr
Charge = 0
Structure (SMILES) = S=C1C=NSCS1
Energy above the lowest of the compared OMol25 structures with the same formula, charge and spin = 33.8 kcal per mole

Geometry as XYZ:
```
10
Properties=species:S:1:pos:R:3:forces:R:3
S 1.701 -0.873 -1.860 -0.8 0.3 0.9
H 2.041 -0.961 1.001 -0.5 0.7 -0.9
C 0.644 -0.404 -0.663 1.0 -0.3 -1.2
H -1.939 -0.878 0.681 -0.1 -0.9 0.4
C -1.705 0.137 0.471 -1.7 1.0 0.1
N 0.597 0.160 1.774 0.1 0.1 -0.5
S -0.914 0.220 -1.103 0.9 0.1 -0.4
S -0.912 0.900 1.858 1.1 -0.2 -0.3
C 1.127 -0.383 0.725 -0.4 -0.5 1.9
H -2.668 0.675 0.363 0.4 -0.3 0.0
```
Positions in Å, forces in eV/Å.

Here are the Mulliken charges for atoms 1 to 4, given in e: atom 1 (S): -0.206, atom 2 (H): 0.362, atom 3 (C): 0.229, atom 4 (H): 0.412